Below is a molecular structure, C5H5O4, with properties calculated with the ωB97M-V functional and the def2-TZVPD basis.

```
14
Properties=species:S:1:pos:R:3:forces:R:3
O -0.8864 -1.1334 -0.9748 0.095 0.644 -0.509
O 3.3323 0.6737 -0.1621 -1.036 -1.085 0.172
O 0.9724 0.3698 -0.2515 -1.467 0.103 0.233
O 2.4568 -1.2862 0.6378 -0.403 -0.347 -0.258
C 0.3134 1.5367 0.1397 1.491 0.772 0.715
C -0.3691 0.1429 -1.1802 -0.175 -0.994 -1.183
C -0.8537 1.3461 -0.4918 -2.503 0.840 0.408
C -1.4972 -1.4180 0.2513 -2.778 5.152 -0.812
C 2.5608 -0.2215 0.1253 1.888 1.659 0.214
H -1.8993 1.9217 -0.5122 2.774 -1.390 -0.086
H -1.7105 -0.3880 0.7937 0.088 -1.966 -0.885
H -2.4125 -1.9660 0.1649 -0.804 -0.227 -0.609
H -0.9370 -1.9207 0.8759 3.489 -2.742 3.054
H 0.9300 2.3428 0.5839 -0.659 -0.417 -0.453
```
Positions in Å, forces in eV/Å.

Results
Charge: -1
Total energy, eV: -13452.33176
E_LUMO, eV: 4.0
Max |F|, eV Å⁻¹: 5.91

***

Below is C5H5PS in the gas phase, with properties calculated with the ωB97M-V functional and the def2-TZVPD basis.

```
12
Properties=species:S:1:pos:R:3:forces:R:3
S -2.8668 -1.0522 0.1419 0.920 1.077 0.150
P -2.9895 1.1127 0.0928 0.316 -1.232 0.017
C -1.4068 1.3589 -0.2639 0.525 -5.034 0.152
C -0.9828 -1.1973 0.0354 0.190 0.938 2.249
C 2.0047 0.5782 0.7231 -2.274 -0.084 -1.849
C 0.9521 0.4704 0.1069 3.031 -0.568 1.964
C -0.2567 0.0728 -0.5209 -4.549 1.965 1.100
H -0.1730 0.1223 -1.5572 0.273 -0.263 -1.936
H -0.4945 -1.2248 1.0793 -1.321 -0.614 -1.288
H -0.9848 -2.1774 -0.4374 1.082 0.273 -0.388
H -1.0685 2.2726 -0.4931 1.450 3.385 -0.631
H 3.0176 0.6715 0.9948 0.357 0.157 0.460
```
Positions in Å, forces in eV/Å.

Results
Total energy, eV: -25386.44065
Structure (SMILES): C#C[C@@H]1C=PSC1
E_LUMO, eV: 0.3
Max |F|, eV Å⁻¹: 5.08